# C14H39AgN3O4

C14H39AgN3O4 as an isolated structure at a distorted geometry (wB97M-V/def2-TZVPD, the OMol25 dataset).

For the LUMO energy (alpha / beta), the calculation gives 0.40 / 0.34 eV. Its strongest force on any atom is 0.078 Eh/bohr. The total charge is 0. Its energy is -1168.7593 a.u. Its spin multiplicity is 2. The orbital gap (alpha / beta) is 2.38 / 8.51 eV.

Last column: Mulliken spin population.
Cartesian coordinates (Å):
Ag -0.065 -0.532 0.334  4.4362
C 0.750 1.439 -3.045  0.0060
C 2.072 1.015 -2.375  0.7497
C 2.655 2.241 -1.654  -0.0893
O 3.040 3.312 -2.606  -0.0540
C 3.473 4.531 -2.061  -0.0017
N 1.705 -0.054 -1.386  -2.7503
H 0.030 1.823 -2.322  0.0999
H 0.265 0.530 -3.402  -0.0919
H 0.901 2.228 -3.780  -0.0400
H 2.720 0.722 -3.201  0.2262
H 3.493 1.957 -1.017  -0.0254
H 1.904 2.571 -0.936  0.0677
H 4.087 5.062 -2.789  -0.0008
H 4.153 4.432 -1.215  0.0001
H 2.747 5.265 -1.715  -0.0058
H 2.475 -0.378 -0.817  0.4420
H 1.483 -0.927 -1.843  0.2318
C -0.708 -4.911 -0.834  0.3641
C -0.771 -3.540 -0.091  -0.2477
C -0.890 -3.440 1.447  0.2733
O -0.985 -2.046 1.904  -0.2739
C -0.428 -1.992 3.178  0.2673
N 0.512 -2.961 -0.404  -0.9076
H 0.201 -5.510 -0.776  -0.1198
H -0.798 -4.821 -1.916  -0.0305
H -1.548 -5.523 -0.504  0.0043
H -1.530 -2.945 -0.599  0.1363
H -0.101 -4.094 1.819  0.0375
H -1.847 -3.832 1.790  0.0292
H -0.701 -0.987 3.498  -0.0289
H 0.653 -2.127 3.166  0.0126
H -0.876 -2.637 3.934  -0.0322
H 1.200 -3.551 0.041  -0.0914
H 0.828 -3.092 -1.354  -0.0787
C -3.885 2.044 1.209  0.0004
C -3.055 0.841 0.696  -0.0361
C -3.091 0.589 -0.759  0.0787
O -2.286 -0.513 -1.169  -0.5006
C -2.543 -0.862 -2.502  0.2416
N -1.694 1.199 1.215  0.1595
H -3.667 2.314 2.243  -0.0216
H -4.934 1.863 0.978  0.0049
H -3.762 2.898 0.542  0.0012
H -3.337 -0.023 1.297  0.0261
H -2.745 1.431 -1.360  -0.0207
H -4.125 0.576 -1.103  0.0293
H -2.724 -0.134 -3.293  -0.0046
H -3.420 -1.503 -2.588  0.0243
H -1.648 -1.346 -2.893  0.0218
H -1.522 2.112 0.821  -0.0331
H -1.610 1.424 2.196  -0.0102
C 2.865 1.662 3.208  0.0239
C 1.524 1.009 2.763  0.0013
O 1.736 -0.112 1.942  -1.9358
H 2.687 2.587 3.757  -0.0147
H 3.404 1.826 2.275  0.0020
H 3.475 0.971 3.791  -0.0164
H 0.966 1.749 2.190  0.0980
H 0.914 0.801 3.642  -0.0462
H 2.379 -0.631 2.431  0.4127

=====

# C14H39HgO6

C14H39HgO6 as an isolated structure at a distorted geometry (wB97M-V/def2-TZVPD, the OMol25 dataset).

For the LUMO energy, the calculation gives -3.06 eV. Its strongest force on any atom is 0.061 Eh/bohr. Its energy relative to the best compared isomer or geometry (same formula, charge and spin) is 0.0 kcal/mol. The total charge is +1. Its energy is -1161.3420 a.u. Its spin multiplicity is 1. The orbital gap is 9.56 eV.

Last column: natural (NBO) charge in e.
Cartesian coordinates (Å):
Hg -0.083 -1.338 0.566  1.5298
O -0.303 -3.027 1.397  -1.2158
H -0.169 -3.478 2.174  0.4929
C -4.743 -0.259 -0.030  -0.6484
C -3.786 0.039 1.017  -0.0613
O -2.692 0.874 0.535  -0.7517
H -5.167 0.674 -0.377  0.2117
H -5.625 -0.728 0.359  0.2444
H -4.399 -0.876 -0.843  0.2235
H -3.341 -0.867 1.392  0.1915
H -4.172 0.684 1.764  0.1914
H -3.126 1.691 0.352  0.4927
C -2.601 3.685 2.403  -0.6449
C -1.540 4.547 1.827  0.0795
C -2.044 5.940 1.595  -0.6274
O -0.541 4.741 2.823  -0.6986
H -3.516 3.559 1.878  0.2035
H -2.927 4.196 3.331  0.2344
H -2.156 2.728 2.603  0.1957
H -1.068 4.109 0.924  0.1466
H -1.985 6.570 2.497  0.2380
H -3.127 5.953 1.267  0.2018
H -1.487 6.430 0.818  0.2187
H -0.453 3.853 3.174  0.4545
C 4.615 -1.808 -0.370  -0.6444
C 4.012 -1.844 1.009  0.0964
C 4.146 -0.504 1.713  -0.6254
O 2.544 -2.091 0.918  -0.7919
H 4.992 -2.817 -0.651  0.2193
H 5.452 -1.154 -0.355  0.2286
H 3.850 -1.542 -1.136  0.2140
H 4.404 -2.642 1.611  0.1838
H 3.392 0.152 1.241  0.2051
H 5.084 -0.026 1.587  0.2254
H 3.862 -0.576 2.780  0.2252
H 2.390 -3.010 0.781  0.4746
C -0.248 2.416 -1.938  -0.6300
C 0.363 1.048 -1.465  0.1261
C 1.860 0.980 -1.179  -0.6476
O -0.273 0.653 -0.147  -0.8527
H 0.127 2.569 -2.967  0.2405
H 0.138 3.180 -1.265  0.2229
H -1.315 2.335 -1.870  0.2109
H 0.104 0.301 -2.201  0.1829
H 2.239 1.660 -0.385  0.2325
H 2.388 1.104 -2.107  0.2374
H 2.038 -0.070 -0.927  0.2165
H -1.331 0.735 -0.038  0.5360
C 1.435 -4.384 -3.063  -0.6511
C 0.350 -3.588 -2.309  0.0889
C -0.575 -4.417 -1.463  -0.6460
O 0.942 -2.545 -1.538  -0.7786
H 2.189 -3.707 -3.562  0.2266
H 0.979 -5.009 -3.852  0.2376
H 1.879 -5.123 -2.429  0.2118
H -0.276 -3.052 -3.016  0.1741
H -0.117 -4.591 -0.524  0.2260
H -0.764 -5.394 -1.892  0.2258
H -1.593 -4.014 -1.293  0.2151
H 1.772 -2.923 -1.144  0.4812